# 1
{"formula": "C12H17F6NO6PV", "method": "the ωB97M-V functional and the def2-TZVPD basis", "multiplicity": 5, "symbols": ["V", "P", "F", "F", "F", "F", "F", "F", "C", "C", "C", "O", "C", "C", "C", "O", "O", "O", "H", "H", "C", "O", "C", "C", "N", "C", "C", "O", "C", "H", "H", "H", "H", "H", "H", "H", "H", "H", "H", "H", "H", "H", "H", "H"], "xyz": [[-0.043, -0.193, -0.478], [-0.947, -2.734, -2.043], [-1.489, -4.186, -1.572], [0.257, -3.321, -2.941], [-1.943, -2.564, -3.337], [-0.344, -1.240, -2.434], [-1.926, -1.849, -1.046], [0.100, -2.732, -0.852], [-1.891, -0.382, 3.402], [-1.066, -0.446, 2.322], [0.335, -0.877, 2.490], [1.112, -1.030, 1.488], [0.869, -1.336, 3.679], [0.074, -1.354, 4.864], [-1.453, -0.836, 4.709], [-2.113, -0.776, 5.816], [0.409, -1.783, 5.965], [-1.610, -0.128, 1.201], [-2.905, -0.025, 3.292], [1.852, -1.783, 3.684], [2.752, -1.406, -1.679], [1.997, -0.228, -1.467], [2.812, 0.835, -1.061], [1.905, 2.073, -0.972], [0.832, 1.844, 0.050], [-0.305, 2.781, -0.118], [-1.067, 2.544, -1.468], [-1.438, 1.124, -1.502], [-2.820, 0.929, -1.775], [2.151, -2.158, -2.189], [3.164, -1.911, -0.806], [3.549, -1.092, -2.352], [3.513, 1.083, -1.858], [3.426, 0.719, -0.168], [1.492, 2.177, -1.976], [2.567, 2.932, -0.865], [1.328, 2.124, 0.884], [-0.006, 3.816, 0.050], [-1.049, 2.509, 0.630], [-0.558, 2.809, -2.395], [-1.900, 3.245, -1.419], [-3.420, 1.659, -1.232], [-3.204, -0.090, -1.725], [-2.998, 1.260, -2.798]]}

# 2
{"formula": "C21H30MnN4O8", "method": "the ωB97M-V functional and the def2-TZVPD basis", "multiplicity": 2, "total_charge": 2, "symbols": ["Mn", "C", "C", "C", "O", "C", "O", "O", "H", "H", "H", "H", "H", "H", "H", "C", "C", "N", "C", "N", "C", "C", "C", "N", "C", "H", "H", "H", "H", "H", "H", "H", "H", "H", "H", "H", "H", "H", "O", "C", "O", "C", "C", "C", "C", "C", "C", "N", "O", "O", "H", "H", "H", "H", "C", "C", "C", "O", "H", "H", "H", "H", "H", "H"], "xyz": [[-0.539, 0.031, 0.333], [-0.596, 4.960, 0.870], [-0.184, 3.809, -0.020], [0.770, 4.224, -1.131], [-1.323, 3.128, -0.554], [0.679, 2.768, 0.858], [1.484, 3.169, 1.644], [0.423, 1.533, 0.512], [-1.021, 5.762, 0.260], [0.263, 5.354, 1.407], [-1.340, 4.644, 1.606], [0.271, 4.930, -1.799], [1.097, 3.362, -1.716], [1.641, 4.709, -0.698], [-2.107, 3.545, -0.184], [1.435, 0.301, -4.822], [1.992, -0.315, -3.550], [1.033, -0.114, -2.469], [-0.278, 0.017, -2.652], [-1.021, 0.111, -1.508], [-2.462, 0.287, -1.621], [-2.812, 1.054, -2.888], [-2.248, 0.279, -4.065], [-0.813, 0.052, -3.865], [0.020, -0.214, -5.044], [2.060, 0.034, -5.670], [1.423, 1.388, -4.733], [2.934, 0.150, -3.265], [2.169, -1.385, -3.680], [1.354, -0.192, -1.510], [-2.805, 0.822, -0.729], [-2.936, -0.701, -1.629], [-2.361, 2.047, -2.844], [-3.890, 1.156, -2.988], [-2.380, 0.837, -4.989], [-2.757, -0.683, -4.180], [-0.439, 0.279, -5.898], [0.027, -1.289, -5.243], [1.059, -1.062, 0.647], [0.911, -0.919, 1.922], [-0.130, -0.297, 2.278], [1.860, -1.477, 2.887], [3.146, -1.859, 2.505], [4.004, -2.405, 3.443], [3.581, -2.599, 4.751], [2.295, -2.226, 5.105], [1.431, -1.649, 4.199], [1.810, -2.479, 6.478], [0.608, -2.397, 6.654], [2.642, -2.730, 7.319], [3.472, -1.709, 1.485], [5.008, -2.690, 3.160], [4.232, -3.035, 5.496], [0.446, -1.339, 4.514], [-2.901, -2.180, 2.442], [-2.102, -2.451, 1.223], [-1.843, -3.857, 0.835], [-1.659, -1.516, 0.537], [-3.539, -3.020, 2.707], [-3.479, -1.263, 2.336], [-2.201, -2.021, 3.271], [-2.793, -4.319, 0.551], [-1.481, -4.419, 1.699], [-1.137, -3.929, 0.011]]}

Number 1: strongest force on any atom 5.2 eV/Å, molecular weight 467.17 g/mol, energy -2858.34608 hartree. Number 2: strongest force on any atom 3.7 eV/Å, molecular weight 521.43 g/mol, energy -2789.50272 hartree.